{"formula": "C5H32NO13", "method": "ωB97M-V with the def2-TZVPD basis set", "species": ["C", "C", "C", "N", "C", "C", "O", "O", "H", "H", "H", "H", "H", "H", "H", "H", "H", "H", "H", "H", "O", "H", "H", "O", "H", "H", "O", "H", "H", "O", "H", "H", "O", "H", "H", "O", "H", "H", "O", "H", "H", "O", "H", "H", "O", "H", "H", "O", "H", "H", "O"], "positions_angstrom": [[-1.5205, 1.9017, 1.5928], [-2.4897, 1.7608, 0.4147], [-2.2089, 1.0403, 2.6466], [-1.4502, 0.1676, 3.3832], [-0.0470, -0.0135, 3.0692], [0.4979, -0.9435, 1.8964], [-0.6041, -1.7914, 1.6602], [-3.4398, 0.9506, 2.9002], [-1.3772, 3.0031, 1.9038], [-0.4996, 1.5668, 1.2295], [-2.0279, 1.5818, -0.5532], [-2.9583, 2.7511, 0.2180], [-3.2355, 1.0146, 0.5044], [-1.9759, -0.5253, 3.9250], [0.3352, 0.9875, 2.8584], [0.5238, -0.4443, 3.8682], [1.3596, -1.3937, 2.1041], [0.6754, -0.3346, 1.0760], [0.0902, -3.5335, -0.7919], [-0.2677, -2.4697, 1.0458], [0.5866, -3.3982, 0.0381], [3.3838, 0.5380, -1.3522], [3.6102, 1.8162, -1.7016], [4.1576, 1.0576, -1.5711], [-3.7476, -1.2738, 2.4004], [-4.1202, -0.2652, 1.3414], [-3.9950, -1.2497, 1.4643], [1.0423, -0.2141, -3.7149], [2.6613, 0.0266, -3.8139], [1.7771, 0.4164, -3.7355], [-2.6927, 1.5086, -3.3992], [-1.3269, 1.1689, -3.7912], [-1.9491, 1.9457, -3.8193], [1.4092, 2.0435, 0.6685], [1.5827, 3.4295, 1.4885], [1.5935, 2.4729, 1.3599], [0.4934, 0.7347, -1.5360], [1.7012, -0.1693, -0.9025], [0.9435, 0.4979, -0.7292], [1.0576, -1.5896, -2.5192], [-0.3760, -1.9724, -2.5572], [0.2408, -1.5304, -3.0630], [2.9111, -1.2827, -0.2809], [4.1141, -1.0015, 0.8337], [3.1006, -0.9912, 0.7637], [3.2709, -1.6669, -2.0398], [1.2836, -2.7248, -0.1593], [2.4037, -1.5689, -1.7286], [-1.8378, -1.1236, -0.3124], [-0.9440, -0.1751, -1.3803], [-1.7155, -0.7354, -1.2024]], "atomic_forces_ev_per_a": [[0.2, 0.4, -0.7], [0.2, 2.8, -1.7], [-0.8, -2.0, 2.6], [0.7, 0.0, -1.1], [2.1, 0.0, -0.4], [-6.0, 2.5, 1.0], [-0.2, -0.7, -0.3], [1.5, 1.6, -1.1], [-0.5, -1.8, -0.2], [-1.5, 0.1, 1.0], [0.5, -0.2, 0.2], [-0.3, -0.7, 0.4], [-0.5, -0.4, 0.3], [0.4, 0.5, -0.6], [0.3, -0.2, 0.5], [-0.3, 0.3, 1.3], [3.3, -2.1, 1.5], [0.2, 0.9, -1.5], [0.6, 0.2, 0.5], [-0.4, -0.2, 0.1], [0.4, 0.0, -0.8], [0.1, -1.5, 0.3], [0.1, 1.8, -0.5], [0.0, -0.2, 0.0], [0.0, 0.0, -0.4], [0.1, -1.7, 0.4], [-0.3, 1.2, -0.2], [0.7, -0.5, -0.1], [-0.9, -0.3, 0.2], [0.4, 1.6, -0.5], [-0.6, 0.2, 0.2], [-0.4, 1.3, -0.3], [1.0, -1.6, 0.2], [-2.3, -4.4, -9.4], [-0.3, -0.8, -1.3], [2.9, 5.1, 10.5], [0.8, 0.0, -0.8], [-1.7, 0.9, -0.7], [1.0, -0.1, 0.8], [1.0, -0.1, 0.1], [-2.6, -1.1, 1.5], [1.2, 0.9, -1.9], [0.3, 0.3, 2.1], [-2.3, 0.1, -0.2], [2.2, -0.8, -2.1], [1.8, -0.3, -1.0], [-0.4, -0.7, -0.4], [-1.4, 0.3, 1.9], [0.9, 0.9, -0.2], [-0.3, -0.9, 1.4], [-1.1, -0.6, -0.8]], "nbo_charge": [-0.535, -0.596, 0.701, -0.591, -0.259, -0.079, -0.786, -0.712, 0.231, 0.268, 0.217, 0.199, 0.207, 0.401, 0.217, 0.192, 0.178, 0.181, 0.480, 0.491, -0.956, 0.478, 0.462, -0.945, 0.472, 0.480, -0.955, 0.500, 0.482, -1.009, 0.467, 0.474, -0.940, 0.485, 0.485, -0.962, 0.472, 0.526, -1.027, 0.513, 0.476, -1.023, 0.487, 0.462, -1.048, 0.455, 0.520, -1.224, 0.518, 0.484, -1.013], "gap_ev": 9.2, "e_lumo_ev": 2.8178, "max_force_ev_per_a": 12.0, "total_charge": -1, "e_above_lowest_ev": 5.9265}